Entry 1:
C4H13N2O2 as an isolated structure. Source: OMol25; level of theory: ωB97M-V with the def2-TZVPD basis set.

Summary:
- Total charge: +1
- Frontier orbital gap: 6.80 eV
- Energy relative to the best compared isomer or geometry (same formula, charge and spin): 8.602 eV

XYZ file:
```
21
Properties=species:S:1:pos:R:3:forces:R:3:nbo_charge:R:1
O 0.740 1.713 1.660 -3.440 -0.918 -4.960 -0.53
C 0.144 1.442 0.420 4.750 5.269 0.690 0.70
N 0.200 2.479 -0.576 0.645 -3.036 0.729 -0.86
C -0.134 0.072 0.124 -2.977 -2.780 1.318 0.02
N -1.157 -0.146 1.893 -0.605 1.412 -1.886 -1.04
C 0.298 -2.360 0.689 -1.629 0.909 -0.469 -0.57
C 0.901 -0.930 0.473 1.287 -1.703 -0.078 -0.48
H 1.174 2.798 -0.650 -0.465 0.287 0.379 0.44
H -0.449 3.228 -0.450 -0.517 0.519 0.126 0.44
H -0.813 -0.174 -0.810 1.079 0.575 2.244 0.33
H -2.093 -0.160 1.527 -0.261 0.172 -0.105 0.37
H -1.236 -0.221 2.946 1.473 -0.121 -1.481 0.45
H -0.159 1.159 1.796 -0.318 -1.098 3.877 0.52
H 0.163 -2.682 1.703 0.307 0.321 0.766 0.24
H -0.754 -2.312 0.319 0.811 -0.365 -0.043 0.22
H 0.841 -3.126 0.164 0.256 -0.081 -0.313 0.23
H 1.541 -1.156 -0.359 0.324 0.600 -1.120 0.27
H 1.627 -0.591 1.222 -0.682 0.032 0.201 0.25
H -1.057 0.085 -4.152 2.252 -0.170 0.547 0.48
H 0.313 0.883 -4.087 -0.686 -1.408 0.251 0.48
O -0.089 0.001 -3.851 -1.604 1.584 -0.671 -0.96
```
Positions in Å, forces in eV/Å.

Entry 2:
A 9-piece molecular cluster, C19H56N8O9 overall. Source: OMol25; level of theory: ωB97M-V with the def2-TZVPD basis set.

Summary:
- Structure (SMILES): NC(N)=O.NC(N)=O.NC(N)=O.NC(N)=O.CC(C)O.CC(C)O.CC(C)O.CC(C)O.CC(C)O
- Total charge: 0
- Frontier orbital gap: 9.10 eV
- Energy relative to the best compared isomer or geometry (same formula, charge and spin): 10.080 eV

XYZ file:
```
92
Properties=species:S:1:pos:R:3:forces:R:3:mulliken_charge:R:1
N -28.679 14.950 -13.484 -0.489 3.299 -0.231 -0.23
C -28.516 13.920 -12.734 1.937 0.141 7.789 0.49
N -28.480 12.714 -13.258 0.199 -2.164 0.173 -0.32
O -28.303 14.142 -11.351 -1.270 -1.127 -6.170 -0.70
H -28.707 15.844 -12.996 -0.083 -0.473 -0.266 0.26
H -28.971 14.900 -14.437 -0.132 0.123 -0.225 0.32
H -28.059 11.929 -12.622 -0.541 1.084 -1.407 0.20
H -28.762 12.513 -14.259 0.492 0.562 1.487 0.26
N -29.062 14.649 -16.204 1.129 3.419 -0.772 -0.42
C -29.820 13.580 -16.169 -6.586 0.252 -3.492 0.25
N -29.105 12.519 -15.833 -0.058 -4.005 -0.379 -0.52
O -31.131 13.608 -16.534 6.464 -0.397 2.309 -0.69
H -29.343 15.503 -16.660 -0.412 -0.207 0.009 0.24
H -28.070 14.551 -16.100 0.238 -0.046 -0.107 0.24
H -29.716 11.644 -15.979 1.229 0.836 0.027 0.16
H -28.073 12.400 -16.015 -1.856 0.556 -0.056 0.32
N -26.810 12.189 -10.340 1.757 1.285 2.749 -0.12
C -26.435 11.228 -11.146 8.245 0.808 2.029 0.10
N -27.422 10.734 -11.841 -0.973 -3.299 -2.545 -0.25
O -25.123 10.848 -11.258 -6.281 1.339 0.210 -0.77
H -27.680 12.768 -10.420 0.891 -0.224 -0.437 0.16
H -25.987 12.516 -9.778 -1.552 -0.012 -0.751 0.25
H -26.942 9.982 -12.314 -0.536 -0.561 -0.917 0.25
H -28.179 10.332 -11.297 -0.150 0.100 0.008 0.32
N -29.070 7.376 -10.814 0.002 -4.104 -1.242 -0.36
C -29.784 8.292 -11.489 -1.953 -1.595 -5.380 -0.03
N -29.668 9.439 -10.884 -2.352 4.087 -0.805 0.00
O -30.417 8.072 -12.750 3.554 1.036 6.980 -0.62
H -29.060 6.439 -11.235 0.125 0.682 0.211 0.40
H -28.796 7.360 -9.843 -0.149 0.736 -0.126 0.19
H -30.143 10.303 -11.378 0.717 -1.375 1.123 -0.14
H -29.463 9.545 -9.901 -0.010 -0.384 -0.044 0.25
C -32.496 12.561 -8.650 1.195 1.390 2.257 -0.75
C -32.692 11.717 -7.364 -6.358 -0.645 -5.231 0.04
C -33.083 10.309 -7.754 0.371 1.293 -2.488 -1.35
O -31.693 11.651 -6.601 6.591 0.455 6.099 -0.51
H -32.428 13.623 -8.322 0.255 -0.690 -0.250 0.40
H -33.371 12.568 -9.227 -1.168 -0.560 -1.099 0.59
H -31.583 12.334 -9.236 -0.626 -0.201 0.466 -0.28
H -33.567 12.069 -6.793 -0.270 0.643 -0.490 0.30
H -34.067 10.277 -8.118 -1.355 -0.124 -1.045 0.49
H -33.074 9.695 -6.966 -0.022 -2.173 3.592 0.65
H -32.382 9.824 -8.421 0.183 0.242 -0.654 -0.11
H -32.022 11.473 -5.691 0.908 0.118 -0.927 0.45
C -32.112 9.327 -15.256 -0.144 -3.495 1.452 -1.08
C -30.604 9.443 -15.485 -1.206 -4.405 8.492 1.60
C -29.958 8.192 -15.975 0.231 -0.181 -0.295 -1.31
O -30.379 10.323 -16.330 1.180 6.913 -7.372 -0.44
H -32.662 10.181 -15.492 -0.644 1.549 -0.730 0.42
H -32.424 9.054 -14.223 0.647 0.163 -0.517 -0.08
H -32.469 8.430 -15.825 -0.036 0.888 0.018 0.38
H -30.125 9.882 -14.560 -0.363 -1.226 -0.117 -0.86
H -30.619 7.881 -16.809 0.521 -0.547 0.346 0.36
H -29.816 7.475 -15.191 -0.153 -0.726 0.096 0.27
H -28.992 8.506 -16.398 -0.137 -0.411 0.172 0.38
H -30.860 10.029 -17.091 -0.278 0.729 -1.673 0.33
C -30.249 14.776 -8.972 -0.785 0.715 0.141 -1.07
C -29.692 16.171 -9.267 -7.643 -3.482 -8.055 0.94
C -30.791 17.209 -9.318 0.437 1.542 -0.002 -1.66
O -28.737 16.396 -8.550 9.514 3.604 4.559 -0.50
H -30.934 14.482 -9.758 -0.404 -0.088 0.192 0.00
H -30.719 14.846 -7.978 -0.333 -0.228 -0.267 0.64
H -29.503 14.007 -8.896 0.689 -0.126 -0.176 0.21
H -29.314 16.088 -10.296 -0.058 0.091 -0.172 -0.23
H -31.464 17.185 -8.513 -0.950 -0.423 1.588 0.39
H -31.425 17.213 -10.175 -0.252 -0.452 -0.982 0.40
H -30.392 18.232 -9.263 0.349 -0.237 -0.160 0.39
H -28.936 16.190 -7.686 -0.271 -0.547 3.327 0.41
C -31.978 12.728 -13.386 -1.796 -2.568 -0.357 -1.46
C -31.637 12.104 -11.998 -8.004 3.301 -0.344 1.80
C -32.535 10.905 -11.723 -0.930 0.056 0.313 -0.42
O -30.461 11.681 -11.862 7.908 -1.600 -0.615 1.30
H -33.084 12.960 -13.455 1.190 -0.232 0.250 0.51
H -31.790 11.989 -14.229 0.020 0.897 0.887 0.08
H -31.472 13.630 -13.548 0.965 1.321 -0.345 0.45
H -31.776 12.997 -11.316 -0.590 -0.861 -0.058 -0.73
H -33.578 11.172 -11.679 -0.524 0.177 -0.261 0.65
H -32.381 10.355 -10.788 0.504 0.424 0.042 -0.38
H -32.380 10.178 -12.518 -0.010 0.009 -0.126 -0.49
H -29.876 12.144 -12.521 0.270 -0.479 0.771 -0.64
C -33.260 7.539 -10.285 -0.004 0.083 -0.475 -0.86
C -32.220 6.989 -9.336 -3.362 6.465 3.496 1.28
C -32.803 6.619 -7.991 -0.217 0.012 1.214 -1.40
O -31.558 6.006 -9.764 3.534 -6.545 -2.669 -0.62
H -33.915 8.275 -9.824 0.259 0.334 0.080 0.25
H -33.907 6.692 -10.468 -0.235 -0.253 -0.750 0.49
H -32.777 7.951 -11.202 -0.569 -0.443 0.469 -0.15
H -31.536 7.817 -9.063 0.045 0.348 -0.118 -0.22
H -33.667 5.972 -7.950 -0.317 -0.447 -0.683 0.36
H -33.100 7.456 -7.359 0.179 0.324 -0.279 0.22
H -32.016 6.095 -7.464 0.197 -0.150 0.313 0.38
H -30.852 6.275 -10.337 0.275 0.093 -0.602 0.33
```
Positions in Å, forces in eV/Å.

Entry 3:
C18H16N2O4S in the gas phase. Source: OMol25; level of theory: ωB97M-V with the def2-TZVPD basis set.

Summary:
- Structure (SMILES): O=C(NO)c1ccc(Cn2c3c(c4ccccc42)S(=O)(=O)CC3)cc1
- Total charge: 0
- Frontier orbital gap: 8.39 eV
- Energy relative to the best compared isomer or geometry (same formula, charge and spin): 3.509 eV

XYZ file:
```
41
Properties=species:S:1:pos:R:3:forces:R:3:nbo_charge:R:1
O 3.425 -3.612 2.968 -1.368 0.137 -0.990 -0.64
C 2.325 -3.540 2.384 2.347 -2.628 1.235 0.60
N 1.740 -4.738 1.957 0.238 1.952 0.370 -0.33
O 2.460 -5.969 1.969 -0.531 0.757 -0.058 -0.54
C 1.662 -2.235 2.213 -1.721 0.246 -1.035 -0.14
C 2.383 -1.059 2.392 -0.527 -0.047 0.022 -0.15
C 1.758 0.163 2.183 -0.534 0.432 -0.056 -0.24
C 0.402 0.225 1.795 1.220 -0.052 0.202 0.06
C -0.266 1.524 1.515 1.015 1.609 -1.566 -0.24
N -0.704 1.566 0.062 -0.481 0.708 1.887 -0.36
C 0.126 1.363 -1.009 1.056 -0.533 1.396 0.22
C -0.576 1.331 -2.123 -0.750 -0.148 -2.959 -0.41
C -1.954 1.575 -1.828 0.127 0.006 -0.276 0.00
C -3.090 1.581 -2.631 -0.918 0.539 1.133 -0.21
C -4.323 1.889 -2.032 0.402 0.083 0.174 -0.22
C -4.414 2.228 -0.652 1.138 -0.528 -1.120 -0.22
C -3.246 2.163 0.110 0.057 -0.253 1.192 -0.23
C -2.003 1.794 -0.439 -0.658 -0.235 -0.583 0.13
S 0.429 1.237 -3.601 0.588 -0.344 -0.616 2.11
O 0.574 2.586 -4.172 -0.286 -1.857 0.635 -0.92
O 0.141 0.090 -4.505 0.255 2.223 1.840 -0.91
C 1.924 0.819 -2.567 -0.123 1.320 0.428 -0.62
C 1.608 1.157 -1.075 -0.432 -0.914 -0.432 -0.44
C -0.320 -0.940 1.588 0.520 -0.151 0.323 -0.24
C 0.311 -2.147 1.781 0.781 -0.775 0.243 -0.15
H 0.830 -4.688 1.473 1.284 -1.074 0.279 0.39
H 3.261 -5.897 2.551 -1.116 0.959 -0.404 0.51
H 3.412 -1.102 2.686 0.357 -0.122 0.122 0.25
H 2.342 1.094 2.315 -0.495 -0.594 -0.118 0.22
H 0.452 2.403 1.679 -1.053 -1.193 -0.045 0.21
H -1.110 1.623 2.182 -0.456 0.325 -0.191 0.23
H -2.958 1.369 -3.672 -0.303 -0.092 -0.449 0.23
H -5.246 1.878 -2.603 0.210 0.038 -0.137 0.22
H -5.384 2.513 -0.234 0.554 -0.163 0.020 0.22
H -3.319 2.324 1.182 0.004 0.170 -0.022 0.21
H 2.833 1.341 -2.897 -0.557 -0.027 -0.268 0.25
H 2.087 -0.231 -2.647 -0.063 -0.783 -0.317 0.24
H 1.913 0.276 -0.502 -0.063 0.281 0.192 0.24
H 2.114 2.018 -0.677 0.468 0.427 -0.034 0.23
H -1.355 -0.903 1.295 -0.182 0.036 -0.169 0.23
H -0.242 -3.066 1.587 -0.005 0.265 0.148 0.20
```
Positions in Å, forces in eV/Å.

Entry 4:
C5H9N in the gas phase. Source: OMol25; level of theory: ωB97M-V with the def2-TZVPD basis set.

Summary:
- Structure (SMILES): C=C(N)/C=C/C
- Total charge: 0
- Frontier orbital gap: 9.19 eV
- Energy relative to the best compared isomer or geometry (same formula, charge and spin): 2.472 eV

XYZ file:
```
15
Properties=species:S:1:pos:R:3:forces:R:3:nbo_charge:R:1
C -1.743 -0.941 0.721 0.253 -0.582 0.576 -0.50
C -0.705 -0.185 1.160 2.076 -1.085 -0.772 0.14
N -0.023 -0.158 2.392 -1.261 0.153 0.632 -0.80
C 0.231 0.503 0.281 1.299 1.302 -2.868 -0.25
C 0.447 0.071 -1.000 0.246 2.024 2.236 -0.14
C 0.942 0.851 -2.150 0.589 3.100 1.861 -0.65
H -2.188 -1.700 1.403 0.199 0.824 -0.459 0.20
H -2.042 -1.046 -0.352 0.346 0.715 1.221 0.22
H 0.973 -0.159 2.293 0.284 0.316 -0.331 0.37
H -0.228 -0.933 2.950 -0.745 -1.208 1.315 0.36
H 0.961 1.320 0.685 -2.114 -0.848 -0.707 0.21
H 0.235 -0.909 -1.176 -1.380 -2.633 -0.698 0.19
H 0.787 1.980 -1.763 0.520 -2.296 -1.678 0.21
H 1.985 0.697 -2.420 0.219 -0.024 0.098 0.22
H 0.369 0.609 -3.024 -0.533 0.243 -0.426 0.23
```
Positions in Å, forces in eV/Å.

Entry 5:
A 2-piece molecular cluster, C7H8N3O2S overall. Source: OMol25; level of theory: ωB97M-V with the def2-TZVPD basis set.

Summary:
- Total charge: +1
- Frontier orbital gap (spin up / spin down): 6.74 / 6.68 eV
- Energy relative to the best compared isomer or geometry (same formula, charge and spin): 5.322 eV

XYZ file:
```
21
Properties=species:S:1:pos:R:3:forces:R:3:nbo_charge:R:1
C -1.391 1.991 0.336 0.714 2.652 -0.900 0.17
C 3.216 -0.088 0.118 -4.199 0.056 -0.498 -0.12
C 2.634 1.086 -0.373 1.707 0.095 0.612 -0.19
C 2.393 -1.173 0.442 -1.794 0.204 -0.709 -0.20
C 1.226 1.159 -0.327 2.088 1.645 -0.643 0.02
C 1.003 -1.114 0.271 0.412 2.476 1.260 0.04
C -1.723 0.750 0.938 2.558 1.499 -1.396 -0.22
N -0.967 2.987 -0.165 -1.539 -3.037 1.617 -0.13
N 0.527 0.153 0.022 -1.907 -1.964 0.776 -0.29
N -4.084 -0.166 -0.012 3.240 2.177 -0.642 -1.01
O -1.957 0.040 -1.582 -1.011 -0.749 2.324 -0.84
O -2.081 -1.730 0.302 -0.772 2.252 -1.273 -0.88
S -2.414 -0.426 -0.281 -0.739 -1.074 -0.267 2.22
H 4.163 -0.219 0.429 3.514 0.188 0.385 0.24
H 3.336 1.961 -0.567 -1.532 -1.087 0.016 0.26
H 2.733 -2.049 0.924 0.757 -0.832 0.117 0.25
H 0.826 2.178 -0.529 -0.459 -0.703 0.170 0.27
H 0.257 -1.814 0.655 0.484 -0.075 -0.499 0.26
H -1.516 0.745 2.040 -0.634 -0.800 -0.991 0.31
H -4.597 0.509 -0.603 0.654 -0.735 0.186 0.44
H -4.439 -1.059 0.079 -1.542 -2.186 0.354 0.42
```
Positions in Å, forces in eV/Å.

Entry 6:
C18H41DyN2OP3Se as an isolated structure. Source: OMol25; level of theory: ωB97M-V with the def2-TZVPD basis set.

Summary:
- ⟨S²⟩: 9.324
- Spin multiplicity: 6
- Total charge: +3
- Frontier orbital gap (spin up / spin down): 4.92 / 5.03 eV
- Energy relative to the best compared isomer or geometry (same formula, charge and spin): 0.000 eV

XYZ file:
```
67
Properties=species:S:1:pos:R:3:forces:R:3:lowdin_spin:R:1
Dy -0.650 -0.365 0.493 -0.329 0.469 2.365 5.05
P 0.311 1.470 2.375 0.747 0.743 0.113 0.00
P -2.420 1.603 -0.511 -1.236 1.611 -0.722 -0.01
P 1.189 -2.294 1.346 1.348 -1.123 0.747 0.00
H -0.473 -0.213 -2.466 -0.131 -0.197 0.564 0.00
C -0.289 -1.108 -1.851 -2.315 -3.181 -1.602 -0.01
C -1.342 -1.930 -1.451 1.827 0.537 -2.900 -0.01
H -2.370 -1.719 -1.754 0.097 0.427 0.520 0.00
C 1.691 2.418 1.659 -0.116 -0.228 -0.224 0.00
C -0.817 2.770 2.942 -0.305 -0.165 0.072 0.00
C 1.051 0.777 3.881 -0.244 -0.245 0.091 0.00
C -3.403 1.156 -1.991 0.066 -0.360 -0.088 0.00
C -3.724 2.390 0.525 0.081 -0.321 0.366 0.00
C -1.556 3.095 -1.128 0.494 -0.299 0.097 0.00
C 1.229 -3.856 0.401 -0.299 0.048 -0.268 0.00
C 1.171 -2.921 3.072 -0.423 0.190 0.031 0.00
C 2.919 -1.733 1.200 -0.193 0.373 -0.305 0.00
H 0.739 -1.507 -1.886 -0.548 0.093 0.260 0.00
H -1.168 -2.975 -1.183 0.191 0.352 0.509 0.00
H 2.079 3.149 2.380 -0.058 -0.160 -0.178 0.00
H 1.330 2.923 0.753 0.307 -0.017 0.225 0.00
H 2.476 1.697 1.384 -0.039 0.396 0.034 0.00
H -0.256 3.427 3.617 -0.269 -0.032 -0.109 0.00
H -1.664 2.310 3.473 0.206 0.320 -0.066 0.00
H -1.189 3.342 2.079 0.139 -0.094 0.361 0.00
H 1.433 1.613 4.480 -0.021 -0.283 -0.005 0.00
H 1.873 0.097 3.613 -0.230 0.297 0.179 0.00
H 0.285 0.223 4.445 0.337 0.174 -0.013 0.00
H -3.706 2.086 -2.495 0.011 -0.397 0.105 0.00
H -4.294 0.571 -1.717 0.274 0.199 -0.094 0.00
H -2.790 0.551 -2.674 -0.255 0.246 -0.027 0.00
H -4.092 3.303 0.028 0.106 -0.395 0.150 0.00
H -3.326 2.658 1.516 -0.216 -0.015 -0.324 0.00
H -4.555 1.680 0.646 0.137 0.314 -0.007 0.00
H -2.216 3.740 -1.721 0.067 -0.217 0.209 0.00
H -0.717 2.763 -1.749 0.015 0.281 -0.028 0.00
H -1.160 3.658 -0.277 0.014 0.026 -0.193 0.00
H 2.185 -4.352 0.617 -0.349 0.005 -0.138 0.00
H 1.150 -3.645 -0.674 0.187 -0.218 0.203 0.00
H 0.390 -4.509 0.686 0.299 0.142 -0.071 0.00
H 2.035 -3.584 3.234 -0.321 0.229 -0.089 0.00
H 0.238 -3.480 3.243 0.339 0.115 0.088 0.00
H 1.212 -2.079 3.778 0.016 -0.370 -0.146 0.00
H 3.619 -2.568 1.311 -0.170 0.143 0.030 0.00
H 3.119 -0.977 1.965 0.101 -0.083 -0.088 0.00
H 3.041 -1.264 0.217 0.270 -0.112 0.168 0.00
C 2.842 0.783 -3.383 -0.145 -0.235 -1.938 0.00
C 1.962 0.089 -4.242 0.437 -0.047 0.589 0.00
C 2.363 -0.239 -5.548 -0.195 0.335 0.640 0.00
C 3.591 0.217 -6.030 -0.210 -0.124 0.092 0.00
C 4.412 1.020 -5.241 -0.425 0.081 0.510 0.00
C 4.042 1.323 -3.924 -0.716 -0.408 0.997 0.00
Se 2.459 0.981 -1.497 -0.691 0.055 0.425 0.00
H 1.109 0.190 -1.321 1.776 1.216 -0.377 0.00
H 0.973 -0.212 -3.858 0.627 -0.021 -0.481 0.00
H 1.691 -0.850 -6.152 0.291 0.274 0.011 0.00
H 3.897 -0.050 -7.035 0.008 0.059 0.068 0.00
H 5.345 1.420 -5.631 -0.203 -0.082 0.059 0.00
H 4.658 1.960 -3.282 0.026 -0.286 -0.357 0.00
N -3.146 -2.984 2.827 0.278 0.885 -0.562 0.00
C -3.120 -1.705 2.420 -0.571 -0.259 0.406 0.00
N -4.119 -0.887 2.795 1.063 -0.532 -0.564 0.00
O -2.141 -1.283 1.695 -0.399 0.016 0.072 -0.01
H -3.944 -3.320 3.351 0.297 -0.313 -0.076 0.00
H -2.438 -3.617 2.463 -0.492 0.130 0.364 0.00
H -4.147 0.068 2.444 -0.165 -0.484 0.338 0.00
H -4.878 -1.297 3.320 -0.197 0.521 -0.017 0.00
```
Positions in Å, forces in eV/Å.